A 2-piece molecular cluster, C4H10O overall in a non-equilibrium geometry, computed with ωB97M-V with the def2-TZVPD basis set.

Atoms and positions in Å:
C 0.906 -2.895 -0.808
C -0.344 -3.139 -1.131
H 1.462 -3.618 -0.215
H 1.412 -1.937 -0.809
H -0.841 -4.030 -0.781
H -0.965 -2.404 -1.624
C 0.598 2.089 1.500
C 0.035 2.073 0.090
O -1.225 1.387 0.069
H 0.597 1.053 1.867
H 1.645 2.369 1.542
H -0.046 2.693 2.141
H 0.762 1.526 -0.514
H -0.130 3.084 -0.254
H -1.413 1.127 0.983

Energy above the lowest of the compared OMol25 structures with the same formula, charge and spin   38.89 kcal/mol
Molecular weight   74.123 g/mol
LUMO   0.0358 Eh
Charge   0
HOMO-LUMO gap   11.1 eV
HOMO energy   -10.2 eV
Structure (SMILES)   C=C.CCO

A 2-piece molecular cluster, C4H5N3 overall, computed with ωB97M-V with the def2-TZVPD basis set.

Atoms and positions in Å:
C -0.921 -0.179 0.407
C -1.931 0.095 -0.328
N -2.413 0.535 -1.402
C -1.301 0.896 -2.133
N -0.066 0.758 -1.693
C 0.131 0.239 -0.466
H -1.486 1.311 -3.118
H 1.168 0.140 -0.143
N 1.658 -1.023 2.425
H 2.136 -1.764 1.935
H 2.252 -0.214 2.531
H 0.775 -0.792 1.987

Energy above the lowest of the compared OMol25 structures with the same formula, charge and spin   98.41 kcal/mol
Molecular weight   95.105 g/mol
LUMO   -0.0125 Eh
Charge   0
HOMO-LUMO gap   9.3 eV
HOMO energy   -9.7 eV
Structure (SMILES)   C1=C=NC=NC=1.N

C5H6DyO4 as an isolated structure in a non-equilibrium geometry, computed with ωB97M-V with the def2-TZVPD basis set.

Atoms and positions in Å:
O 2.812 0.198 0.325
C 2.457 -0.985 0.000
C 1.531 -1.260 -1.006
O 0.856 -0.200 -1.514
Dy 2.710 2.319 -0.376
H 3.010 -1.838 0.418
H 1.230 -2.260 -1.312
C -2.183 0.118 2.082
C -1.993 0.245 0.781
O -0.673 0.172 0.302
C -0.316 0.525 -0.877
O -1.110 1.260 -1.565
H -1.354 -0.029 2.773
H -2.754 0.386 0.018
H -3.194 0.219 2.474
H -1.029 1.131 -2.522

Energy above the lowest of the compared OMol25 structures with the same formula, charge and spin   1.82 kcal/mol
Molecular weight   292.599 g/mol
2S+1   6
LUMO (alpha / beta)   -0.5067 / -0.5459 Eh
Charge   +3
HOMO-LUMO gap (alpha / beta)   7.2 / 6.1 eV
HOMO energy (alpha / beta)   -21.0 / -21.0 eV

C5H6O as an isolated structure, computed with ωB97M-V with the def2-TZVPD basis set.

Atoms and positions in Å:
C 1.127 -0.596 0.019
C -0.205 -0.528 0.779
C -0.423 0.986 0.550
O -1.729 0.840 -0.107
C -0.940 -0.262 -0.575
C 0.382 0.537 -0.697
H 1.211 -1.506 -0.590
H 2.072 -0.393 0.525
H -0.526 -1.101 1.654
H -0.337 1.835 1.228
H -1.335 -1.001 -1.275
H 0.702 1.189 -1.511

Energy above the lowest of the compared OMol25 structures with the same formula, charge and spin   85.24 kcal/mol
Molecular weight   82.102 g/mol
LUMO   0.0407 Eh
Charge   0
HOMO-LUMO gap   10.6 eV
HOMO energy   -9.5 eV

C27H30NOPt as an isolated structure in a non-equilibrium geometry, computed with ωB97M-V with the def2-TZVPD basis set.

Atoms and positions in Å:
C 2.474 -1.194 2.012
C 1.033 -1.368 2.076
C 0.600 -1.816 0.716
H 0.432 -1.516 2.967
C 1.818 -1.984 -0.056
C 2.919 -1.604 0.738
H 3.960 -1.702 0.432
H 3.096 -0.915 2.858
H -0.373 -2.262 0.518
H 1.869 -2.454 -1.032
C 0.470 2.442 0.611
C 0.560 2.127 2.067
C 1.977 1.956 2.362
H -0.261 2.249 2.761
C 2.715 2.258 1.192
C 1.833 2.523 0.119
H 2.113 2.843 -0.875
H -0.429 2.816 0.135
H 2.382 1.764 3.348
H 3.793 2.355 1.143
Pt 0.363 0.312 0.967
O 1.064 0.449 -1.653
C 0.355 -0.460 -2.411
C 1.436 -0.806 -3.355
H 0.012 -1.366 -1.892
H -0.458 0.051 -2.963
H 1.980 -1.731 -3.177
H 2.694 -1.708 -5.531
C 2.368 -0.668 -5.624
C 1.714 -0.066 -4.499
C 1.351 1.318 -4.601
H 0.927 1.787 -3.711
C 1.543 2.013 -5.784
H 1.247 3.063 -5.847
C 2.102 1.372 -6.903
H 2.220 1.919 -7.840
C 2.515 0.028 -6.815
H 2.946 -0.470 -7.689
C -2.648 -0.852 5.414
N -2.452 -1.080 3.997
C -1.915 -2.389 3.700
C -1.910 0.044 3.252
C -2.462 0.089 1.851
C -3.829 -0.138 1.689
C -4.425 0.014 0.439
C -3.648 0.434 -0.642
C -2.269 0.631 -0.487
C -1.670 0.359 0.736
H -3.173 -1.720 5.839
H -3.259 0.051 5.547
H -1.692 -0.714 5.960
H -1.873 -2.570 2.617
H -0.900 -2.530 4.124
H -2.573 -3.139 4.166
H -2.229 0.949 3.802
H -0.797 0.045 3.256
H -4.398 -0.448 2.569
H -5.490 -0.175 0.321
H -4.107 0.611 -1.614
H -1.642 0.976 -1.302

Energy above the lowest of the compared OMol25 structures with the same formula, charge and spin   0.00 kcal/mol
Molecular weight   579.621 g/mol
2S+1   5
LUMO (alpha / beta)   -0.1314 / -0.2255 Eh
Charge   +1
HOMO-LUMO gap (alpha / beta)   6.3 / 4.7 eV
HOMO energy (alpha / beta)   -9.9 / -10.8 eV

C27H29BrFNOPPdTe as an isolated structure, computed with ωB97M-V with the def2-TZVPD basis set.

Atoms and positions in Å:
Pd 0.722 -0.689 0.195
F -2.919 -6.106 1.359
C -1.989 -5.140 1.473
C -2.227 -4.080 2.326
C -1.268 -3.086 2.429
C -0.088 -3.129 1.683
C 0.898 -2.028 1.738
C 0.122 -4.234 0.855
C -0.822 -5.242 0.741
H -3.143 -4.052 2.902
H -1.439 -2.256 3.105
H 1.919 -2.380 1.598
H 0.800 -1.410 2.633
H 1.037 -4.296 0.279
H -0.666 -6.100 0.101
C 3.872 0.043 2.229
P 3.966 -0.109 0.442
C 4.151 1.558 -0.202
C 5.472 -0.997 0.047
O 2.780 -0.840 -0.149
H 4.681 0.675 2.600
H 3.940 -0.940 2.694
H 2.916 0.494 2.497
H 5.077 2.003 0.163
H 3.312 2.178 0.116
H 4.177 1.525 -1.292
H 6.338 -0.505 0.491
H 5.595 -1.034 -1.035
H 5.398 -2.015 0.427
Te 0.600 1.130 -1.847
C 0.857 3.001 -0.915
C 1.144 4.116 -1.694
C 1.295 5.357 -1.090
C 1.165 5.483 0.287
C 0.884 4.369 1.065
C 0.729 3.126 0.465
C -1.465 1.346 -2.236
C -2.290 2.066 -1.382
C -3.646 2.165 -1.658
C -4.180 1.534 -2.774
C -3.353 0.813 -3.623
C -1.992 0.724 -3.362
H 1.247 4.021 -2.767
H 1.516 6.225 -1.696
H 1.283 6.452 0.753
H 0.782 4.467 2.138
H 0.511 2.251 1.069
H -1.879 2.565 -0.512
H -4.286 2.740 -1.001
H -5.238 1.614 -2.987
H -3.762 0.333 -4.503
H -1.349 0.178 -4.042
Br -0.548 -2.441 -2.023
C -1.798 -1.737 -0.792
C -3.134 -2.069 -0.912
C -4.031 -1.491 -0.031
C -3.564 -0.607 0.928
C -2.212 -0.347 0.985
N -1.336 -0.906 0.143
H -3.451 -2.758 -1.681
H -5.084 -1.728 -0.099
H -4.234 -0.126 1.627
H -1.792 0.325 1.722

Energy above the lowest of the compared OMol25 structures with the same formula, charge and spin   0.33 kcal/mol
Molecular weight   747.431 g/mol
LUMO (alpha / beta)   -0.0933 / -0.0933 Eh
Charge   +1
HOMO-LUMO gap (alpha / beta)   7.6 / 7.6 eV
HOMO energy (alpha / beta)   -10.2 / -10.2 eV

One molecule with the formula C18H17NO4S, computed with ωB97M-V with the def2-TZVPD basis set.

Atoms and positions in Å:
C 6.700 1.823 1.605
C 5.766 0.693 2.026
C 5.863 -0.540 1.125
C 5.455 -0.291 -0.330
N 4.082 0.141 -0.458
C 3.092 -0.706 -0.818
O 3.279 -1.860 -1.138
C 1.720 -0.096 -0.810
C 1.482 1.224 -1.185
C 0.196 1.728 -1.183
C -0.885 0.930 -0.800
C -0.636 -0.393 -0.451
C 0.642 -0.908 -0.466
S -2.007 -1.486 -0.082
O -2.485 -2.040 -1.319
O -1.632 -2.394 0.965
C -3.255 -0.357 0.529
C -4.240 -0.849 1.360
C -5.270 -0.018 1.775
C -5.312 1.297 1.338
C -4.325 1.784 0.501
C -3.274 0.961 0.088
C -2.233 1.557 -0.787
O -2.450 2.574 -1.414
H 6.667 2.629 2.334
H 6.419 2.234 0.638
H 7.724 1.463 1.540
H 4.736 1.056 2.050
H 6.021 0.388 3.043
H 5.223 -1.326 1.530
H 6.890 -0.908 1.130
H 6.105 0.459 -0.788
H 5.539 -1.223 -0.892
H 3.849 1.049 -0.090
H 2.297 1.855 -1.507
H -0.003 2.747 -1.479
H 0.803 -1.943 -0.207
H -4.179 -1.879 1.673
H -6.039 -0.398 2.431
H -6.118 1.944 1.649
H -4.343 2.805 0.150

Energy above the lowest of the compared OMol25 structures with the same formula, charge and spin   1.78 kcal/mol
Molecular weight   343.404 g/mol
LUMO   -0.0383 Eh
Charge   0
HOMO-LUMO gap   8.9 eV
HOMO energy   -10.0 eV
Structure (SMILES)   CCCCNC(=O)c1ccc2c(c1)S(=O)(=O)c1ccccc1C2=O

A 4-piece molecular cluster, C55H47BrIO10P overall in a non-equilibrium geometry, computed with ωB97M-V with the def2-TZVPD basis set.

Atoms and positions in Å:
C 1.214 -1.979 2.913
C 1.317 -2.540 1.368
C 0.568 -1.535 0.260
C -1.053 -1.410 0.494
C -1.969 -2.382 -0.459
P -1.062 -3.818 -1.413
O -0.459 -3.289 -2.811
O -2.561 -1.651 -1.629
C -3.548 -2.679 -2.098
O -3.948 -2.985 -3.336
O -4.031 -3.432 -0.893
C -3.400 -2.738 0.280
C -4.493 -1.550 0.561
C -4.172 -0.596 1.854
C -5.278 -0.908 3.026
I -4.484 1.505 1.169
C -3.448 -3.836 1.492
Br -1.672 -4.511 2.113
C -4.427 -5.148 1.163
C -4.331 -6.095 2.538
H 1.419 -0.819 3.016
H 0.113 -2.228 3.286
H 1.947 -2.509 3.664
H 1.006 -3.663 1.247
H 2.470 -2.487 1.081
H 1.017 -0.455 0.500
H 0.889 -1.765 -0.848
H -1.244 -1.643 1.639
H -1.444 -0.293 0.339
H 0.092 -4.256 -0.643
H -1.962 -4.947 -1.679
H -4.714 -0.848 -0.348
H -5.523 -2.102 0.803
H -3.090 -0.685 2.288
H -4.694 -0.826 4.062
H -6.166 -0.111 2.986
H -5.706 -2.015 3.007
H -3.960 -3.316 2.437
H -4.033 -5.801 0.271
H -5.553 -4.805 1.038
H -3.484 -6.907 2.347
H -4.087 -5.450 3.500
H -5.330 -6.694 2.691
O 6.318 -2.532 -7.339
C 5.731 -2.769 -6.290
C 4.273 -2.552 -6.183
C 3.557 -2.091 -7.296
C 2.174 -1.922 -7.214
C 1.504 -2.212 -6.026
C 2.218 -2.655 -4.911
C 3.606 -2.819 -4.988
C 4.356 -3.270 -3.799
O 3.777 -3.452 -2.734
C 5.809 -3.506 -3.911
C 6.523 -3.969 -2.798
C 7.891 -4.227 -2.905
C 8.547 -4.025 -4.118
C 7.839 -3.550 -5.225
C 6.468 -3.285 -5.120
H 4.073 -1.868 -8.228
H 1.619 -1.568 -8.080
H 0.424 -2.092 -5.966
H 1.688 -2.874 -3.986
H 6.017 -4.134 -1.849
H 8.443 -4.590 -2.041
H 9.611 -4.236 -4.204
H 8.360 -3.392 -6.168
O 0.745 0.932 5.016
C 1.203 1.663 5.886
C 2.455 2.411 5.652
C 3.110 2.299 4.418
C 4.271 3.033 4.175
C 4.780 3.881 5.158
C 4.139 3.981 6.394
C 2.978 3.240 6.644
C 2.316 3.339 7.960
O 2.806 4.024 8.850
C 1.055 2.607 8.187
C 0.400 2.722 9.421
C -0.810 2.061 9.633
C -1.370 1.285 8.618
C -0.711 1.157 7.393
C 0.507 1.815 7.179
H 2.715 1.643 3.644
H 4.776 2.948 3.215
H 5.678 4.463 4.964
H 4.545 4.641 7.159
H 0.828 3.330 10.216
H -1.319 2.155 10.590
H -2.318 0.777 8.781
H -1.153 0.547 6.607
O -0.167 5.410 -5.013
C -1.217 5.392 -4.383
C -1.971 6.641 -4.149
C -1.491 7.849 -4.672
C -2.218 9.026 -4.490
C -3.424 9.001 -3.789
C -3.895 7.802 -3.253
C -3.164 6.620 -3.428
C -3.661 5.360 -2.842
O -4.680 5.352 -2.161
C -2.918 4.109 -3.091
C -3.401 2.901 -2.570
C -2.723 1.708 -2.829
C -1.566 1.718 -3.607
C -1.076 2.922 -4.116
C -1.750 4.122 -3.853
H -0.553 7.875 -5.225
H -1.846 9.962 -4.900
H -3.997 9.916 -3.659
H -4.834 7.791 -2.703
H -4.306 2.885 -1.965
H -3.102 0.771 -2.427
H -1.044 0.787 -3.817
H -0.170 2.921 -4.720

Molecular weight   1105.753 g/mol
LUMO   -0.0452 Eh
Charge   0
HOMO-LUMO gap   8.2 eV
HOMO energy   -9.4 eV
Structure (SMILES)   CCCC[C@]1([PH2]=O)OC(=O)O[C@@]1(C[C@H](C)I)[C@H](Br)CC.O=C1c2ccccc2C(=O)c2ccccc21.O=C1c2ccccc2C(=O)c2ccccc21.O=C1c2ccccc2C(=O)c2ccccc21

Number 1 is which compound?
C4H10O